{
  "formula": "C4H8S2",
  "method": "ωB97M-V/def2-TZVPD",
  "symbols": ["C", "C", "C", "C", "H", "H", "H", "H", "H", "H", "H", "H", "S", "S"],
  "positions_angstrom": [[0.6678, 1.6704, -0.1924], [0.0635, 0.4990, 0.5578], [-0.5897, -0.4241, -0.4684], [0.5385, -0.9367, 0.5827], [-0.0797, 2.5234, 0.2407], [0.7131, 1.6919, -1.5316], [1.6355, 1.7416, 0.4089], [-0.5371, 0.5084, 1.5525], [-0.3327, -0.1333, -1.6066], [-3.3281, -0.2053, -0.9501], [0.3155, -1.4118, 1.4696], [1.3655, -3.0218, 0.2020], [-2.2843, -1.0676, -0.0271], [1.8524, -1.4341, -0.2381]],
  "lowdin_charge": [-0.116, -0.464, -0.653, -0.844, 0.116, 0.176, 0.076, 0.158, 0.133, -0.022, 0.057, 0.082, 0.568, 0.733],
  "molar_mass_g_mol": 120.24,
  "gap_ev": 8.0,
  "spin_multiplicity": 1
}